DFT (the ωB97M-V functional and the def2-TZVPD basis) results for a 7-piece molecular cluster, C17H50N12O9 overall.

The geometry in XYZ format:
```
88
Properties=species:S:1:pos:R:3
C 2.58 3.26 2.06
O 3.13 3.60 0.84
C 3.93 2.57 0.25
C 4.25 2.83 -1.25
N 3.09 2.66 -2.15
C 2.07 3.77 -1.95
C 1.06 3.53 -3.10
O -0.11 4.29 -2.87
C -0.98 3.80 -1.80
H 2.26 2.23 2.22
H 1.70 3.87 2.27
H 3.13 3.56 2.95
H 3.58 1.55 0.34
H 4.85 2.56 0.84
H 5.02 2.12 -1.58
H 4.75 3.79 -1.40
H 2.61 1.82 -1.88
H 2.58 4.72 -2.07
H 1.66 3.75 -0.93
H 0.83 2.47 -3.25
H 1.56 3.71 -4.05
H -0.99 2.72 -1.94
H -1.93 4.33 -1.83
H -0.59 3.98 -0.80
C -4.61 -4.63 -3.82
O -3.34 -4.85 -3.10
C -3.17 -3.86 -2.05
C -1.78 -3.96 -1.41
N -0.66 -3.34 -2.19
C 0.58 -4.04 -1.84
C 1.11 -3.90 -0.36
O 0.20 -4.50 0.55
C 0.46 -4.43 1.95
H -4.37 -3.93 -4.63
H -5.50 -4.40 -3.24
H -4.71 -5.57 -4.36
H -3.89 -3.86 -1.24
H -3.31 -2.81 -2.31
H -1.51 -4.99 -1.14
H -1.78 -3.45 -0.44
H -0.92 -3.41 -3.16
H 1.40 -3.63 -2.44
H 0.36 -5.07 -2.11
H 1.25 -2.85 -0.11
H 2.10 -4.35 -0.29
H 0.34 -3.40 2.27
H 1.50 -4.72 2.08
H -0.30 -5.04 2.43
N -3.70 1.13 0.18
C -3.66 0.02 0.88
N -3.40 0.20 2.17
O -3.78 -1.06 0.38
H -3.99 1.10 -0.78
H -3.71 2.00 0.69
H -3.69 1.06 2.62
H -3.38 -0.69 2.65
N 4.35 -2.64 -2.11
C 3.61 -1.78 -1.42
N 2.80 -1.11 -2.17
O 3.63 -1.67 -0.20
H 5.05 -3.23 -1.68
H 4.39 -2.46 -3.11
H 2.19 -0.47 -1.68
H 2.88 -1.17 -3.17
N -1.54 3.40 2.64
C -2.82 3.63 2.59
N -3.02 4.81 2.04
O -3.58 2.79 2.90
H -1.35 2.47 2.98
H -0.91 4.06 2.21
H -3.98 5.04 1.84
H -2.21 5.41 2.04
N 0.98 0.32 5.17
C -0.08 0.11 4.48
N -0.29 -1.19 4.28
O -0.77 1.04 4.01
H 1.05 1.29 5.44
H 1.48 -0.33 5.75
H 0.36 -1.86 4.67
H -1.15 -1.49 3.84
N -0.02 1.29 0.84
C 0.12 0.48 -0.18
N -0.51 -0.64 -0.04
O 0.77 0.74 -1.18
H 0.49 2.16 0.84
H -0.38 0.85 1.68
H -0.52 -1.35 -0.76
H -1.20 -0.74 0.68
```

## Properties
total energy: -54748.9886 eV
structure (SMILES): COCCNCCOC.COCCNCCOC.NC(N)=O.NC(N)=O.NC(N)=O.NC(N)=O.NC(N)=O
gap between HOMO and LUMO: 8.487 eV
ΔE to the lowest compared entry with this formula, charge and spin: 3.159 eV
max |F|: 5.7 eV/A

=====

DFT (the ωB97M-V functional and the def2-TZVPD basis) results for C17H51Li2N16O18 as an isolated structure.

The geometry in XYZ format:
```
104
Properties=species:S:1:pos:R:3
Li 1.20 -4.82 1.28
Li -1.37 -3.53 2.57
C 1.55 -1.14 0.01
C 1.37 0.22 -0.11
C 0.01 0.88 0.01
O -0.32 2.01 -0.40
C -1.01 0.06 0.53
C -0.88 -1.32 0.78
C 0.48 -2.03 0.45
O 0.53 -3.25 0.50
O -1.86 -1.94 1.27
O 2.35 0.95 -0.46
H 2.49 -1.59 -0.24
H -2.00 0.48 0.63
O -0.37 -5.27 2.33
H -1.08 -5.60 2.88
O 3.14 2.52 -2.70
H 2.52 2.25 -3.39
H 2.90 1.98 -1.94
O -1.99 -4.87 -0.80
H -2.93 -4.73 -0.98
H -1.57 -4.05 -1.04
O 0.06 1.66 -3.70
H -0.03 2.50 -4.16
H -0.43 1.78 -2.87
O 1.71 -0.60 -3.24
H 1.82 -0.70 -2.29
H 0.99 0.05 -3.32
C 5.92 -0.03 -1.19
O 7.12 -0.15 -1.35
N 5.37 0.38 -0.01
N 4.93 -0.35 -2.09
H 4.40 0.64 0.10
H 5.93 0.71 0.76
H 5.14 -0.90 -2.90
H 4.05 0.12 -1.96
C 1.96 5.15 0.47
O 1.82 6.34 0.82
N 1.86 4.08 1.26
N 1.91 4.84 -0.86
H 1.65 4.21 2.23
H 1.97 3.15 0.88
H 1.92 3.89 -1.22
H 1.71 5.67 -1.38
C -0.99 -3.18 -3.32
O -0.21 -4.00 -2.82
N -1.72 -3.42 -4.45
N -1.33 -2.06 -2.67
H -1.27 -4.06 -5.08
H -2.09 -2.57 -4.83
H -0.81 -1.74 -1.86
H -2.14 -1.52 -2.91
C 3.65 -4.50 -1.45
O 3.70 -5.73 -1.46
N 4.63 -3.71 -0.91
N 2.64 -3.79 -2.02
H 4.58 -2.80 -1.34
H 5.41 -4.11 -0.43
H 2.48 -2.83 -1.82
H 2.04 -4.30 -2.65
C -1.02 3.34 3.70
O -0.63 2.20 3.98
N -1.51 4.17 4.67
N -0.93 3.93 2.50
H -1.45 5.15 4.50
H -1.52 3.94 5.65
H -0.52 3.38 1.75
H -1.18 4.89 2.37
C -3.95 0.23 4.11
O -4.97 -0.46 4.09
N -3.73 1.20 5.05
N -2.91 0.05 3.26
H -4.45 1.77 5.44
H -2.79 1.57 5.03
H -2.04 0.51 3.45
H -2.93 -0.78 2.68
C -1.96 4.04 -2.98
O -2.37 4.47 -4.07
N -2.54 2.97 -2.38
N -0.96 4.55 -2.27
H -2.28 2.91 -1.41
H -3.29 2.45 -2.79
H -0.68 4.07 -1.43
H -0.37 5.29 -2.60
C 3.45 -2.15 3.34
O 2.54 -2.97 3.45
N 3.58 -1.18 2.38
N 4.42 -2.09 4.30
H 3.06 -1.14 1.52
H 4.43 -0.68 2.53
H 4.98 -1.27 4.34
H 4.36 -2.79 5.02
C -6.31 -1.20 -0.96
C -5.06 -0.39 -0.83
C -4.86 0.16 0.62
O -3.92 -1.15 -1.19
H -6.32 -1.86 -1.83
H -7.24 -0.63 -1.00
H -6.49 -1.85 -0.10
H -5.19 0.53 -1.42
H -4.86 -0.63 1.37
H -5.74 0.81 0.69
H -3.94 0.71 0.76
H -3.41 -1.40 -0.41
```

## Properties
total energy: -79577.3262 eV
gap between HOMO and LUMO: 7.473 eV
max |F|: 3.7 eV/A
charge: -1

=====

DFT (the ωB97M-V functional and the def2-TZVPD basis) results for a 17-piece molecular cluster, C17H51N17O34 overall.

The geometry in XYZ format:
```
119
Properties=species:S:1:pos:R:3
C 10.13 18.94 12.69
N 9.02 18.34 11.82
O 7.92 18.43 12.29
O 9.39 17.69 10.83
H 10.88 19.46 12.09
H 10.56 18.10 13.27
H 9.59 19.58 13.39
C 18.52 10.86 11.02
N 18.75 12.31 11.22
O 18.57 13.04 10.27
O 19.11 12.67 12.32
H 18.31 10.68 9.96
H 17.77 10.42 11.69
H 19.34 10.21 11.31
C 18.88 19.22 11.86
N 18.31 20.53 12.15
O 18.15 20.80 13.34
O 18.02 21.21 11.16
H 18.32 18.52 12.41
H 19.90 19.31 12.17
H 18.75 19.03 10.80
C 14.84 11.57 11.86
N 15.04 12.59 12.88
O 16.04 13.25 12.89
O 14.18 12.71 13.69
H 15.23 10.57 12.09
H 15.27 11.98 10.89
H 13.73 11.47 11.66
C 11.27 14.28 13.71
N 10.83 15.19 14.81
O 11.08 14.78 15.98
O 10.37 16.29 14.56
H 12.33 14.49 13.64
H 10.72 14.52 12.77
H 11.12 13.26 13.98
C 16.70 14.09 8.35
N 16.88 12.66 7.88
O 16.20 11.84 8.44
O 17.78 12.42 7.12
H 17.36 14.80 7.88
H 16.85 14.06 9.44
H 15.62 14.38 8.36
C 7.32 15.53 9.72
N 8.21 14.74 10.59
O 7.78 13.90 11.37
O 9.36 15.02 10.50
H 7.90 15.86 8.87
H 6.96 16.37 10.29
H 6.46 14.82 9.46
C 13.65 13.66 16.78
N 14.49 14.56 15.88
O 13.85 15.34 15.25
O 15.70 14.42 15.96
H 13.05 14.23 17.40
H 14.37 13.04 17.37
H 12.97 13.00 16.26
C 11.78 16.43 9.97
N 13.02 15.94 9.35
O 13.12 14.81 8.85
O 13.92 16.73 9.28
H 11.99 17.40 10.37
H 11.48 15.76 10.76
H 10.98 16.39 9.19
C 18.85 17.20 15.60
N 18.73 15.98 14.71
O 19.01 14.92 15.19
O 18.26 16.18 13.58
H 18.75 18.17 15.14
H 19.78 17.10 16.03
H 18.19 17.09 16.40
C 15.68 21.41 14.87
N 16.01 19.97 15.27
O 15.15 19.20 14.87
O 17.07 19.62 15.77
H 14.82 21.57 15.48
H 15.40 21.27 13.81
H 16.41 22.14 14.93
C 14.03 19.84 8.96
N 13.68 20.00 10.44
O 14.35 19.42 11.27
O 12.59 20.52 10.62
H 13.79 18.78 8.63
H 15.06 20.15 8.78
H 13.32 20.45 8.50
C 12.50 18.45 16.36
N 12.49 19.91 16.18
O 11.74 20.35 15.35
O 13.28 20.56 16.82
H 13.10 18.08 17.18
H 12.81 18.01 15.38
H 11.50 18.21 16.54
C 15.33 16.44 12.94
N 13.93 16.07 12.56
O 13.00 16.81 12.90
O 13.83 15.10 11.87
H 15.84 15.54 13.39
H 15.30 17.25 13.61
H 15.78 16.73 12.02
C 17.70 11.73 16.35
N 17.32 10.79 15.23
O 16.35 9.99 15.40
O 17.96 10.83 14.24
H 16.83 12.02 16.82
H 18.34 12.53 15.97
H 18.22 11.06 17.04
C 20.74 15.40 11.60
N 20.82 16.31 10.42
O 21.72 17.12 10.40
O 19.92 16.32 9.60
H 21.08 15.86 12.57
H 21.40 14.53 11.37
H 19.73 15.00 11.74
C 14.29 8.91 17.80
N 15.68 9.27 18.36
O 16.54 8.42 18.46
O 15.88 10.42 18.60
H 13.77 9.86 17.66
H 13.81 8.21 18.51
H 14.42 8.52 16.81
```

## Properties
total energy: -113354.3463 eV
gap between HOMO and LUMO: 10.842 eV
ΔE to the lowest compared entry with this formula, charge and spin: 0.000 eV
max |F|: 3.5 eV/A